C26H29N2O2 | ωB97M-V/def2-TZVPD

Last column: Löwdin charge in e.
Geometry (Å):
C 1.8438 1.9827 -2.9289  -0.031
O 0.4933 2.3835 -2.9451  -0.030
C -0.3687 1.3378 -2.9886  0.070
C -1.7583 1.5122 -2.9975  -0.171
C -2.6717 0.4310 -3.0386  0.032
C -4.0235 0.6648 -3.0315  0.005
C -4.5275 1.9654 -2.9907  -0.211
C -5.9956 2.1990 -2.9782  -0.015
C -3.6334 3.0361 -2.9587  0.008
C -2.2812 2.8205 -2.9616  0.038
H 2.4774 2.8733 -2.9135  0.115
H 2.0328 1.3826 -2.0391  0.105
H 2.0597 1.3965 -3.8216  0.109
H 0.0492 0.3449 -3.0178  0.150
H -2.2954 -0.5757 -3.0784  0.109
H -4.7161 -0.1595 -3.0582  0.131
H -6.2290 3.2628 -2.9763  0.089
H -6.4712 1.7618 -3.8560  0.104
H -6.4543 1.7616 -2.0915  0.105
H -4.0185 4.0403 -2.9312  0.126
H -1.5895 3.6443 -2.9385  0.131
C -0.8946 1.7325 1.9210  -0.097
O -0.3359 0.7356 2.7454  -0.158
C 0.1471 -0.3613 1.9701  -0.187
C -0.8201 -1.1399 1.1979  -0.206
C -0.6456 -1.4179 -0.1703  -0.088
C -1.5457 -2.2036 -0.8497  -0.116
C -2.6501 -2.7196 -0.1945  -0.090
C -2.8635 -2.4256 1.1407  -0.074
C -1.9724 -1.6366 1.8256  -0.018
C 1.5125 -0.6422 1.9820  -0.105
N 2.1936 -1.7285 1.3919  -0.010
C 1.6113 -2.9725 0.8963  -0.010
C 3.5636 -1.6342 1.7049  -0.151
C 3.7434 -0.5068 2.5201  -0.140
C 5.0032 -0.1937 3.0187  -0.021
C 6.0657 -1.0066 2.6836  -0.094
C 5.8872 -2.1209 1.8697  -0.097
C 4.6417 -2.4488 1.3782  -0.027
N 2.4816 0.0949 2.6810  -0.016
C 2.2174 1.1868 3.6029  -0.004
H -1.1947 2.5901 2.5266  0.095
H -0.1566 2.0587 1.1847  0.084
H -1.7743 1.3306 1.4149  0.083
H 0.1979 -0.9931 -0.6854  0.100
H -1.4004 -2.4145 -1.8972  0.095
H -3.3548 -3.3361 -0.7276  0.101
H -3.7274 -2.8228 1.6477  0.108
H -2.1241 -1.4129 2.8665  0.124
H 2.3064 -3.7953 1.0461  0.089
H 0.6911 -3.2151 1.4255  0.102
H 1.4099 -2.8885 -0.1692  0.080
H 5.1392 0.6626 3.6536  0.100
H 7.0485 -0.7775 3.0608  0.103
H 6.7347 -2.7372 1.6206  0.102
H 4.5012 -3.3047 0.7427  0.102
H 3.1390 1.5108 4.0819  0.084
H 1.7854 2.0272 3.0636  0.087
H 1.5165 0.8606 4.3701  0.101

- Energy relative to the best compared isomer or geometry (same formula, charge and spin): 363.1 kJ/mol
- Total charge: +1
- Orbital gap: 3.069 eV
- Max |F|: 4.1 eV Å⁻¹